The following is a quantum chemistry calculation of C34H95N7O10 as an isolated structure at a distorted geometry, from the OMol25 dataset.

## Properties
Highest occupied orbital energy ... -6.6 eV
Energy above the lowest of the compared OMol25 structures with the same formula, charge and spin ... 39.364 eV
Total charge ... 0
Max |F| ... 10.612 eV Å⁻¹
Calculated total energy ... -2486.53275 a.u.
E_LUMO ... 0.01 eV

The geometry in XYZ format:
```
146
C34H95N7O10 | the OMol25 dataset | wB97M-V/def2-TZVPD
C 6.430 -10.209 -10.201
C 7.260 -11.343 -10.901
O 8.599 -11.000 -10.632
H 6.667 -10.151 -9.139
H 5.394 -10.544 -10.238
H 6.549 -9.213 -10.628
H 7.003 -11.397 -11.959
H 7.070 -12.317 -10.452
H 9.175 -11.619 -11.086
C 11.040 -11.956 -10.066
C 10.550 -12.047 -11.564
O 9.205 -12.368 -11.803
H 11.001 -12.976 -9.685
H 10.531 -11.271 -9.387
H 12.042 -11.528 -10.037
H 11.127 -12.785 -12.122
H 10.759 -11.096 -12.055
H 9.096 -13.264 -11.473
C 9.483 -16.189 -11.941
C 10.166 -15.145 -11.077
O 9.223 -14.232 -10.493
H 10.179 -16.912 -12.367
H 9.066 -15.666 -12.801
H 8.730 -16.688 -11.331
H 10.852 -14.568 -11.697
H 10.765 -15.513 -10.244
H 8.690 -14.766 -9.900
C 12.463 -8.567 -15.841
C 13.268 -8.331 -14.555
C 12.635 -8.816 -13.204
O 11.412 -8.085 -13.054
C 10.831 -8.318 -11.777
N 14.519 -8.925 -14.879
H 13.003 -8.294 -16.748
H 11.487 -8.114 -15.668
H 12.257 -9.637 -15.802
H 13.433 -7.254 -14.535
H 13.363 -8.620 -12.416
H 12.438 -9.884 -13.286
H 9.976 -7.646 -11.701
H 11.540 -8.050 -10.994
H 10.485 -9.346 -11.660
H 15.061 -9.081 -14.041
H 14.296 -9.874 -15.143
C 7.461 -17.026 -13.968
C 7.337 -16.030 -15.141
C 8.081 -14.745 -14.786
O 7.487 -14.101 -13.615
C 8.029 -12.807 -13.429
N 7.897 -16.622 -16.330
H 7.135 -16.600 -13.019
H 8.468 -17.427 -13.851
H 6.803 -17.893 -14.026
H 6.306 -15.755 -15.362
H 8.026 -14.014 -15.592
H 9.090 -15.019 -14.477
H 9.052 -12.969 -13.091
H 7.447 -12.280 -12.673
H 8.080 -12.154 -14.300
H 7.961 -15.894 -17.028
H 7.124 -17.164 -16.687
C 13.308 -14.830 -11.404
C 13.647 -15.192 -12.846
C 13.313 -13.909 -13.727
O 11.868 -13.946 -13.804
C 11.357 -12.839 -14.435
N 15.123 -15.473 -12.951
H 12.403 -14.224 -11.373
H 14.108 -14.207 -11.004
H 13.151 -15.660 -10.714
H 13.106 -16.048 -13.249
H 13.819 -13.944 -14.691
H 13.628 -12.975 -13.262
H 11.768 -12.631 -15.423
H 11.348 -11.981 -13.763
H 10.340 -13.100 -14.727
H 15.112 -15.977 -13.826
H 15.364 -16.212 -12.307
C 13.471 -12.825 -8.442
C 12.759 -11.672 -7.707
C 12.311 -12.150 -6.311
O 11.372 -13.220 -6.261
C 10.053 -12.725 -6.416
N 13.648 -10.570 -7.448
H 12.985 -13.774 -8.215
H 14.481 -13.006 -8.075
H 13.487 -12.768 -9.530
H 11.878 -11.319 -8.243
H 11.995 -11.280 -5.736
H 13.222 -12.452 -5.794
H 9.679 -12.296 -5.486
H 9.341 -13.538 -6.559
H 10.020 -11.949 -7.181
H 13.345 -9.893 -6.762
H 13.693 -10.049 -8.312
C 5.855 -10.389 -6.775
C 6.596 -11.716 -7.036
C 8.053 -11.774 -6.597
O 8.940 -10.900 -7.318
C 9.229 -11.321 -8.614
N 5.853 -12.835 -6.437
H 6.349 -9.508 -7.186
H 5.675 -10.345 -5.701
H 4.842 -10.384 -7.177
H 6.602 -11.884 -8.113
H 8.474 -12.779 -6.621
H 8.158 -11.439 -5.565
H 9.774 -10.555 -9.166
H 8.271 -11.305 -9.132
H 9.620 -12.337 -8.676
H 4.965 -12.900 -6.915
H 6.322 -13.695 -6.681
C 15.180 -9.638 -9.667
C 13.768 -9.283 -9.988
C 13.133 -10.302 -10.922
O 13.974 -10.311 -12.126
C 13.884 -11.534 -12.769
N 13.122 -9.004 -8.695
H 15.686 -8.786 -9.212
H 15.762 -9.871 -10.559
H 15.264 -10.434 -8.928
H 13.825 -8.371 -10.581
H 12.139 -9.927 -11.162
H 13.133 -11.234 -10.355
H 14.452 -11.614 -13.697
H 12.860 -11.831 -12.993
H 14.263 -12.306 -12.100
H 13.700 -8.409 -8.119
H 12.262 -8.522 -8.917
C 11.151 -4.902 -8.836
C 11.660 -6.168 -9.561
C 10.749 -7.389 -9.246
O 11.351 -8.601 -9.733
C 10.609 -9.762 -9.361
N 11.646 -5.807 -10.992
H 10.069 -4.784 -8.906
H 11.643 -3.988 -9.168
H 11.358 -4.912 -7.766
H 12.621 -6.387 -9.095
H 9.802 -7.220 -9.760
H 10.427 -7.351 -8.205
H 9.582 -9.580 -9.677
H 10.681 -10.049 -8.312
H 10.960 -10.640 -9.905
H 11.931 -6.651 -11.469
H 10.736 -5.684 -11.414
```